Run a
{"formula": "C3H7Br2N2", "method": "ωB97M-V/def2-TZVPD", "elements": ["C", "C", "C", "N", "N", "Br", "Br", "H", "H", "H", "H", "H", "H", "H"], "positions_angstrom": [[-0.614, -0.110, -0.996], [-1.363, -0.059, 0.407], [0.057, 0.285, 0.876], [-1.977, -1.140, 1.016], [0.584, 0.416, -0.311], [4.039, 0.723, -0.813], [0.935, 0.554, 2.516], [-0.420, -1.174, -1.332], [-1.040, 0.425, -1.800], [-2.119, 0.739, 0.451], [-2.956, -1.019, 1.054], [-1.721, -2.057, 0.971], [5.175, 1.507, -1.304], [1.420, 0.912, -0.736]], "homo_lumo_gap_ev": 9.1, "e_lumo_ev": -4.9, "total_charge": 1, "homo_energy_ev": -14.0027}



Run b
{"formula": "C3H7Br2N2", "method": "ωB97M-V/def2-TZVPD", "elements": ["C", "C", "C", "N", "N", "Br", "Br", "H", "H", "H", "H", "H", "H", "H"], "positions_angstrom": [[0.953, -0.124, 0.957], [-0.987, 0.119, -2.073], [-1.427, -0.167, -0.715], [1.843, 0.818, 0.710], [0.578, -0.704, 2.047], [-1.539, -1.968, -0.151], [-2.335, 1.108, 0.336], [-1.869, 0.209, -2.699], [-0.521, 1.070, -2.118], [-0.226, -0.707, -2.344], [2.004, 1.292, -0.243], [2.725, 0.956, 1.281], [-0.300, -1.122, 2.064], [1.102, -0.781, 2.947]], "homo_lumo_gap_ev": [6.0, 8.1], "e_lumo_ev": [-6.0, -5.3], "total_charge": 1, "homo_energy_ev": [-12.0035, -13.3697]}



The winner here is run a, beating the second structure by 0.0648 hartree.



Run a
{"formula": "C13H18NO", "method": "ωB97M-V/def2-TZVPD", "elements": ["C", "C", "C", "C", "C", "C", "C", "C", "C", "C", "C", "C", "C", "N", "O", "H", "H", "H", "H", "H", "H", "H", "H", "H", "H", "H", "H", "H", "H", "H", "H", "H", "H"], "positions_angstrom": [[-1.336, -0.769, 2.305], [-2.518, -0.019, 1.943], [-0.228, -0.729, 1.586], [-2.559, 0.819, 0.912], [0.778, 1.463, 0.989], [-0.428, 2.347, 0.710], [1.985, -2.349, -0.278], [0.583, -2.016, -0.905], [2.327, -0.833, -0.403], [0.615, 0.362, -1.881], [-0.928, 0.615, -2.165], [-0.061, 0.251, 0.510], [-1.286, 1.221, 0.101], [0.939, -0.543, -0.780], [-1.532, 1.460, -1.231], [-1.483, -1.303, 3.196], [-3.317, -0.120, 2.576], [0.695, -1.362, 1.773], [-3.481, 1.487, 0.553], [1.645, 1.608, 0.348], [0.851, 1.432, 2.071], [-1.017, 2.810, 1.643], [-0.222, 3.131, -0.140], [2.070, -2.688, 0.785], [2.317, -3.120, -0.942], [0.708, -2.018, -2.008], [-0.433, -2.305, -0.665], [2.396, -0.267, 0.561], [3.139, -0.697, -1.180], [1.011, -0.002, -2.804], [1.036, 1.377, -1.837], [-0.883, 1.166, -3.049], [-1.382, -0.408, -2.294]], "homo_lumo_gap_ev": 9.2, "smiles": "C1=C[C@@]23CC[C@]2(C=C1)[N+]1(CCC1)CCO3", "e_lumo_ev": -3.2, "total_charge": 1, "homo_energy_ev": -12.3909}



Run b
{"formula": "C13H18NO", "method": "ωB97M-V/def2-TZVPD", "elements": ["C", "C", "C", "C", "C", "C", "C", "C", "C", "C", "C", "C", "C", "N", "O", "H", "H", "H", "H", "H", "H", "H", "H", "H", "H", "H", "H", "H", "H", "H", "H", "H", "H"], "positions_angstrom": [[2.471, -2.047, -0.476], [2.782, 0.192, 0.145], [-1.154, 1.086, -1.415], [-1.313, 1.530, 1.013], [0.874, 1.882, -0.218], [0.700, -0.462, -1.152], [0.586, -0.069, 1.321], [-0.645, 1.942, -0.261], [-0.842, -0.382, -1.090], [-0.833, 0.089, 1.291], [-1.474, -0.695, 0.204], [1.254, 0.407, 0.015], [-1.488, -2.257, 0.535], [3.053, -1.165, 0.085], [3.650, 0.981, 0.367], [2.682, -3.093, -0.833], [-2.274, 1.080, -1.636], [-0.633, 1.436, -2.337], [-0.906, 2.126, 1.867], [-2.425, 1.711, 0.936], [1.302, 2.212, -1.192], [1.261, 2.412, 0.637], [1.234, -1.530, -1.196], [1.023, -0.088, -2.212], [0.940, 0.513, 2.183], [0.742, -1.190, 1.442], [-0.941, 3.007, -0.549], [-1.240, -1.137, -1.716], [-1.351, -0.228, 2.237], [-2.528, -0.501, 0.154], [-2.009, -2.795, -0.194], [-1.962, -2.369, 1.520], [-0.536, -2.602, 0.524]], "homo_lumo_gap_ev": 7.6, "smiles": "C#[N+]C(=O)[C@]12C[C@@H]3C[C@H](C1)[C@H](C)[C@@H](C3)C2", "e_lumo_ev": -5.9, "total_charge": 1, "homo_energy_ev": -13.5043}



The winner here is run b, beating the second structure by 0.0602 hartree.



Run a
{"formula": "C4H8NO", "method": "ωB97M-V/def2-TZVPD", "elements": ["C", "C", "C", "C", "N", "O", "H", "H", "H", "H", "H", "H", "H", "H"], "positions_angstrom": [[0.812, 0.134, 0.652], [-0.216, -0.143, 1.763], [0.930, 1.143, -2.795], [-1.698, -0.825, 1.453], [0.983, -0.799, 1.530], [1.678, -1.790, 1.946], [1.754, 1.838, -2.735], [-0.337, 0.443, 2.612], [1.354, 0.501, -3.615], [0.000, 1.692, -3.105], [0.767, 0.689, -1.838], [-1.524, -1.876, 1.365], [-2.044, -0.362, 0.552], [-2.459, -0.643, 2.214]], "homo_lumo_gap_ev": 7.3, "e_lumo_ev": 4.2, "total_charge": -1, "homo_energy_ev": -3.0756}



Run b
{"formula": "C4H8NO", "method": "ωB97M-V/def2-TZVPD", "elements": ["C", "C", "C", "C", "N", "O", "H", "H", "H", "H", "H", "H", "H", "H"], "positions_angstrom": [[0.270, 0.007, -1.111], [-0.447, -0.731, -0.004], [0.249, 0.523, 0.294], [-1.947, -0.724, -0.128], [3.291, 0.905, 1.805], [3.949, 1.985, 1.551], [1.076, -0.326, -1.616], [-0.236, 0.498, -1.895], [0.007, -1.752, 0.423], [-0.392, 1.448, 0.455], [-2.187, -0.031, -0.828], [-2.582, -0.575, 0.796], [-2.266, -1.627, -0.416], [1.216, 0.399, 0.673]], "homo_lumo_gap_ev": [3.9, 3.9], "e_lumo_ev": [3.6, 3.6], "total_charge": -1, "homo_energy_ev": [-0.3290, -0.3166]}



The winner here is run a, beating the second structure by 0.0158 hartree.